(1)
ORCA calculation (ωB97M-V/def2-TZVPD) on the ion C5H13N2 with charge +1.

## Properties
Kohn-Sham gap in eV: 9.69
Charge: +1
Energy in Ha: -307.575564
Structure (SMILES): C=C(N)C[C@@H](C)[NH3+]
HOMO in eV: -12.90

XYZ file:
```
20
C5H13N2 ωB97M-V/def2-TZVPD
C -1.911 0.809 1.299
C -0.976 0.049 0.403
C 0.499 -0.084 0.818
C 1.446 -0.480 -0.287
C 2.589 0.168 -0.478
N 0.927 -1.475 -1.166
N -1.101 0.514 -1.017
H -1.887 1.889 1.152
H -2.922 0.409 1.262
H -1.674 0.624 2.350
H -1.282 -0.993 0.323
H 0.499 -0.887 1.553
H 0.855 0.804 1.326
H 2.797 1.027 0.148
H 3.315 -0.108 -1.224
H 0.590 -2.264 -0.621
H 1.631 -1.825 -1.810
H -2.029 0.281 -1.372
H -0.381 0.018 -1.570
H -0.984 1.525 -1.090
```

(2)
ORCA calculation (ωB97M-V/def2-TZVPD) on a cluster of 6 separate species, C8H24F3N4O6 in total.

## Properties
Kohn-Sham gap in eV: 7.56
Charge: +1
Energy in Ha: -1288.893626
HOMO in eV: -12.26

XYZ file:
```
45
C8H24F3N4O6 ωB97M-V/def2-TZVPD
N 1.222 -0.424 1.050
C 1.059 0.929 0.997
N -0.145 1.604 0.939
C -1.311 0.809 1.156
F -1.489 -0.101 0.255
F -2.334 1.607 1.075
F -1.295 0.285 2.316
N 2.119 1.670 0.978
N 3.422 1.150 0.986
C 3.959 1.175 2.116
O 4.589 1.180 3.092
H 0.978 -0.878 0.175
H 0.709 -0.853 1.825
H -0.237 2.191 0.114
H 2.050 2.681 0.945
C 0.753 -3.825 3.235
O -0.058 -2.748 2.746
H 1.762 -3.687 2.856
H 0.775 -3.820 4.325
H 0.366 -4.781 2.881
H -0.948 -2.880 3.085
C -3.444 -1.500 -2.519
O -2.702 -2.716 -2.411
H -3.488 -1.217 -3.568
H -4.460 -1.636 -2.144
H -2.946 -0.707 -1.955
H -2.673 -2.953 -1.481
C 7.066 1.193 -0.348
O 6.060 2.196 -0.497
H 7.994 1.588 -0.750
H 7.215 0.947 0.708
H 6.795 0.290 -0.901
H 5.241 1.847 -0.142
C -5.973 2.890 1.459
O -5.361 2.064 0.469
H -7.011 3.037 1.175
H -5.938 2.408 2.440
H -5.477 3.863 1.511
H -4.445 1.934 0.721
C -0.299 -0.521 -5.036
O -0.132 -1.737 -4.315
H 0.643 -0.285 -5.524
H -1.076 -0.627 -5.797
H -0.565 0.298 -4.359
H -0.970 -1.938 -3.886
```

(3)
ORCA calculation (ωB97M-V/def2-TZVPD) on a structure of composition C25H24N3O5Ru.

## Properties
Kohn-Sham gap (alpha / beta) in eV: 7.72 / 6.54
Charge: +1
Spin multiplicity: 5
Energy in Ha: -1602.206213
HOMO (alpha / beta) in eV: -11.17 / -11.96

XYZ file:
```
58
C25H24N3O5Ru ωB97M-V/def2-TZVPD
Ru 0.221 -0.387 0.443
O 3.637 1.079 1.973
C 2.576 0.904 1.456
O 1.967 -0.291 1.344
C 1.786 2.012 0.820
C 2.179 3.318 0.628
C 1.320 4.161 -0.073
C 0.121 3.679 -0.594
C -0.198 2.357 -0.374
N 0.616 1.591 0.351
C -1.358 1.577 -0.943
O -2.321 2.125 -1.404
O -1.178 0.260 -0.873
H 3.138 3.639 1.010
H 1.598 5.193 -0.238
H -0.553 4.293 -1.175
O -1.721 -1.540 0.926
C -2.589 -1.489 1.797
C -3.910 -2.167 1.609
C -4.961 -1.025 1.506
C -4.421 0.317 0.962
C -3.788 1.243 2.019
C -2.428 0.779 2.544
N -2.482 -0.659 2.885
H -4.139 -2.828 2.447
H -3.863 -2.759 0.699
H -5.405 -0.854 2.490
H -5.768 -1.374 0.863
H -5.253 0.856 0.510
H -3.714 0.137 0.146
H -4.474 1.324 2.869
H -3.685 2.249 1.608
H -2.115 1.340 3.422
H -1.659 0.916 1.783
H -3.231 -0.825 3.548
C -0.067 -5.387 2.793
C -0.173 -5.654 1.434
C 0.117 -4.666 0.509
C 0.519 -3.401 0.947
C 0.602 -3.127 2.311
C 0.320 -4.123 3.227
N 0.759 -2.375 0.020
C 1.519 -2.591 -1.092
C 1.434 -1.670 -2.164
C 2.249 -1.806 -3.265
C 3.160 -2.859 -3.336
C 3.244 -3.783 -2.296
C 2.440 -3.662 -1.185
H -0.293 -6.161 3.515
H -0.489 -6.631 1.093
H -0.013 -4.847 -0.550
H 0.934 -2.153 2.651
H 0.408 -3.915 4.285
H 0.670 -0.902 -2.153
H 2.168 -1.104 -4.083
H 3.804 -2.958 -4.199
H 3.958 -4.594 -2.351
H 2.553 -4.343 -0.354
```

(4)
ORCA calculation (ωB97M-V/def2-TZVPD) on a cluster of 2 separate species, C5H13NOSi in total.

## Properties
Kohn-Sham gap in eV: 8.72
Charge: 0
Energy in Ha: -617.719548
HOMO in eV: -8.48

XYZ file:
```
21
C5H13NOSi ωB97M-V/def2-TZVPD
C -0.018 1.487 -2.654
C 0.595 0.237 -2.934
C -1.293 -0.925 -0.175
C -1.114 0.997 1.845
C 1.103 -1.008 1.248
N 0.709 1.388 -0.621
O -0.748 2.373 -2.926
Si -0.042 0.352 0.488
H 0.004 -0.521 -2.389
H 1.653 0.215 -2.631
H 0.402 0.151 -4.026
H -0.938 -1.477 -1.113
H -1.300 -1.805 0.441
H -2.224 -0.501 -0.334
H -1.456 2.036 1.454
H -1.920 0.233 2.131
H -0.594 1.263 2.842
H 0.791 -1.992 0.967
H 2.214 -0.889 0.978
H 0.993 -1.098 2.316
H 0.647 2.375 -0.265
```

(5)
ORCA calculation (ωB97M-V/def2-TZVPD) on the molecule C9H6Cl2.

## Properties
Kohn-Sham gap (alpha / beta) in eV: 7.10 / 7.10
Charge: 0
Energy in Ha: -1266.782021
HOMO (alpha / beta) in eV: -8.56 / -8.56

XYZ file:
```
17
C9H6Cl2 ωB97M-V/def2-TZVPD
C 0.835 1.578 -1.721
C -0.395 1.187 -1.211
C 2.056 1.203 -1.131
C -0.508 0.235 -0.163
C 0.708 -0.239 0.368
C 1.908 0.216 -0.168
C -1.797 -0.343 0.335
C -1.948 -1.160 1.398
C -0.963 -1.460 2.326
Cl 3.307 -0.652 0.304
Cl -1.113 -3.107 2.891
H 0.690 2.337 -2.556
H -1.375 1.515 -1.505
H 3.096 1.401 -1.414
H -2.511 -0.079 -0.363
H -2.874 -1.583 1.458
H 0.883 -1.048 1.152
```

(6)
ORCA calculation (ωB97M-V/def2-TZVPD) on the molecule C3H8NP.

## Properties
Kohn-Sham gap (alpha / beta) in eV: 6.73 / 6.73
Charge: 0
Energy in Ha: -515.141714
HOMO (alpha / beta) in eV: -6.85 / -6.85

XYZ file:
```
13
C3H8NP ωB97M-V/def2-TZVPD
C 0.781 -0.023 -1.316
C -1.458 0.126 0.525
C 0.952 0.111 0.208
N -0.177 -0.336 1.029
P 0.015 -1.125 2.449
H 0.146 0.756 -1.725
H 0.373 -1.001 -1.566
H -2.246 -0.122 1.232
H -1.434 1.208 0.379
H -1.680 -0.345 -0.435
H 1.817 -0.468 0.540
H 1.769 0.055 -1.766
H 1.143 1.164 0.446
```